The following is a quantum chemistry calculation of a cluster of 3 separate species, C24H35BCl5O in total, from the Open Molecules 2025 dataset.

```
66
C24H35BCl5O, DFT ωB97M-V/def2-TZVPD
H 3.99320 0.46852 -3.94485
H 3.12715 -3.08420 -1.83724
H -0.53547 0.26036 -3.71598
H 4.10639 0.91810 -1.61312
C -1.64488 0.93150 -1.43233
C 2.87390 -3.54125 -2.79208
H -1.06607 2.83805 -2.19346
C 0.97663 1.80735 -3.65189
H -2.40479 2.09687 -3.03634
H 5.54852 -1.48532 -4.28485
C 2.88244 -5.06190 -2.65078
H 2.41974 -5.48849 -3.54158
H -1.15955 -0.83228 6.12317
O -0.83887 1.31641 -0.33862
C 1.60257 1.95917 -2.26746
C -4.06829 -0.42627 2.61901
C 0.04607 0.48599 4.95551
H -2.70070 0.89610 -1.12554
H -1.36574 -0.08467 -1.73944
C 3.65038 -0.36091 -3.31599
H -3.95843 -0.99238 0.56150
C -0.14144 2.24519 7.08938
H 4.50503 -3.82343 -4.15207
H 1.25016 -0.15341 -1.83518
C 3.38834 0.13202 -1.87312
H 2.33250 -5.39743 -1.77136
H 5.20652 -1.90794 -2.34936
H -1.84141 0.49159 1.24756
C -0.67024 0.13086 6.08788
C 0.57587 2.60068 5.95958
H -0.90079 1.67499 -4.65169
Cl -4.16386 0.29341 5.20176
H 1.06419 3.56310 5.90047
H 3.60936 -0.70680 -1.20701
H -0.76797 -0.63763 0.34741
Cl 0.12255 -0.62827 3.63797
H -1.34224 0.73048 8.02748
H -3.10406 -0.84656 2.87105
B 4.66761 -1.67326 -3.43805
H -0.21247 2.93622 7.91843
Cl 1.13322 -3.07184 -3.11446
H 3.23008 -2.79305 -4.78900
C -4.55069 -0.50571 1.32447
C -5.78581 0.04462 1.01111
C -0.88768 0.38725 0.71677
H 3.91895 -5.39494 -2.61254
H 2.52269 2.54084 -2.38602
C -4.81504 0.20571 3.60284
C -0.49269 1.35106 -3.68984
H 2.67438 -0.65491 -3.72228
H 1.08722 2.73789 -4.21494
H -0.06931 0.59406 1.39661
C 3.80665 -3.02134 -3.88869
C -1.42497 1.89161 -2.59839
H 0.96572 2.53104 -1.59120
C -6.53204 0.67583 1.99174
C -0.77134 1.00954 7.15216
H -6.16761 -0.01379 0.00104
Cl -7.00167 1.56565 4.48733
H 1.89062 0.79666 -0.50630
H 1.55362 1.05282 -4.18564
C -6.04771 0.76023 3.28878
C 1.97332 0.62861 -1.58765
H -7.49316 1.11001 1.75499
C 0.66832 1.72527 4.88655
Cl 1.55305 2.20233 3.48378
```

As for the multiplicity: 1. The value obtained for the max |F| is 0.6 eV/Å. As for the total charge: -1. The value obtained for the HOMO energy is -4.8 eV. The energy comes out at -90792.6410 eV.



The following is a quantum chemistry calculation of a cluster of 3 separate species, C24H35N2O5 in total, from the Open Molecules 2025 dataset.

```
66
C24H35N2O5, DFT ωB97M-V/def2-TZVPD
N -3.61926 1.20201 3.99362
H 3.40429 -1.41155 -1.73110
C 3.09836 1.72620 -2.19416
H 2.72006 -3.44763 1.19842
H -3.84319 0.59192 -2.12241
H -4.59234 -4.22270 -0.22910
O 3.76951 2.82826 1.10576
O -4.77823 -3.29644 -0.05727
C 0.01958 -1.75855 -1.84597
H -2.06234 -0.13233 2.30553
H -0.25862 1.45266 1.02016
C -0.86041 0.51252 -0.91820
H 3.06263 -2.63089 -2.93280
H 2.71879 5.54874 -2.66312
C 2.64352 -2.13779 -2.04834
H 0.97451 1.42183 -0.24405
C -4.35048 -1.05314 -0.82142
H 0.17460 0.97109 6.58052
H 0.29189 -0.79957 2.67176
C -1.62893 1.10866 5.44152
H -2.49330 0.14157 0.45871
H -5.34038 -0.94338 -1.27531
N 3.66635 2.05968 0.16902
O -4.14387 0.86329 2.95477
H -2.87832 -2.59475 -0.57470
H -2.62990 1.62979 -0.47094
H 1.40560 -0.25718 4.81988
H 3.50203 -3.78013 -1.00774
H 0.63639 -0.75354 -0.05810
C 0.37392 0.02829 4.65807
C -2.32689 0.57772 -0.56024
H -4.45857 -0.78600 0.23508
C -0.30309 -0.87378 -0.62356
C -0.24564 -0.28476 3.45791
H 2.52443 1.57049 -4.24517
C -2.22426 0.77474 4.23654
C -3.31515 -0.14242 -1.50605
C 2.56560 -3.21274 -0.95801
H -0.35971 2.57252 -0.35088
H 1.77058 -3.92604 -1.20220
H -2.19073 1.65895 6.18123
H 1.46809 -0.30413 -2.30763
C 3.19297 3.97950 -1.29133
H 3.17909 0.66370 -2.02103
C 2.60419 3.61628 -3.59440
C -0.31539 0.72178 5.64815
H -0.00983 -2.83036 -1.59940
H -0.96965 -1.45540 0.06104
O 3.81217 0.85643 0.25799
O -4.15898 1.88085 4.85189
C -3.92419 -2.50411 -0.89319
H 1.28975 -1.47987 -3.57684
C 2.37383 -2.70782 0.47130
H 2.93697 -1.78341 0.63720
C 1.36138 -1.37993 -2.48839
H 1.32747 -2.48755 0.68868
H -0.76154 -1.58286 -2.58976
H 2.30516 4.01360 -4.55575
H 3.35754 4.61806 -0.43663
C 3.32460 2.61013 -1.15588
C 2.73149 2.24483 -3.42535
C 2.83479 4.48095 -2.53196
H -2.71799 -0.72996 -2.21184
C -1.56460 0.08477 3.23866
H -3.98902 -2.85751 -1.93167
C -0.10736 1.53644 -0.09152
```

As for the multiplicity: 1. The value obtained for the max |F| is 0.2 eV/Å. As for the total charge: -1. The value obtained for the HOMO energy is -1.5 eV. The energy comes out at -38666.4958 eV.



The following is a quantum chemistry calculation of an isolated molecule of C24H35N5O, from the Open Molecules 2025 dataset.

```
65
C24H35N5O, DFT ωB97M-V/def2-TZVPD
C 3.09621 -4.00990 0.79770
H -4.34797 -2.35839 0.74329
C 3.46223 2.33499 -0.84727
N -3.98805 0.12529 -0.25674
H 4.01773 -4.57060 0.73702
H -3.09860 -2.29030 -1.41125
C 1.78084 0.98741 1.05052
C 3.23447 0.59022 0.75117
C -2.78859 0.02742 0.34888
H -1.45813 3.95412 0.42670
C 2.23217 -4.20843 1.86185
H -5.58524 -0.53305 -1.36569
C -3.86425 -1.70216 -1.90768
C -1.27950 1.19682 1.99897
C 2.01737 2.80232 -0.61901
H 1.10791 0.41925 0.41326
C 1.08427 0.16993 -2.70694
C -1.48318 1.96584 -0.38983
H -5.84742 -1.43997 0.92465
H 0.36091 -3.65894 2.74409
H 1.37103 2.28566 -1.32862
N -0.12548 -0.34163 -2.56493
C 2.78245 -3.09871 -0.19292
N -0.00822 -1.27792 -1.62942
H 3.75682 2.54549 -1.87813
C 1.56647 2.49079 0.80963
H -2.18797 2.20619 -1.18906
H -0.77976 1.23230 -0.78177
N 0.22550 3.00668 1.09795
H -3.38235 -0.98633 -2.56951
C -4.71944 -0.98202 -0.86627
H -4.48682 -2.36803 -2.49926
H -4.42041 1.03320 -0.29461
H 3.88870 1.10725 1.46531
H 1.96435 3.87640 -0.80501
C 1.59748 -2.36795 -0.12954
H -0.62874 0.34843 1.79626
H -0.82760 -1.74991 -1.27570
H 4.04153 -0.90786 -1.38830
H 1.26154 0.94802 -3.42429
C 1.04333 -3.50068 1.92180
C 3.43727 -0.02775 -1.62952
O -2.17305 -1.01798 0.45636
H -0.24457 3.68597 -0.82056
H 1.57727 0.72846 2.08992
H 3.44804 -2.96782 -1.03297
C -5.20362 -1.95088 0.21201
H 0.27780 2.28662 3.04632
N 3.69689 0.93778 -0.57231
H 2.48228 -4.91753 2.63727
H -3.04802 2.04075 1.09227
C -2.22895 1.36832 0.81151
H 3.82468 0.40232 -2.55759
C 0.72187 -2.58870 0.93386
C 2.01031 -0.44060 -1.84447
C -0.73013 3.22879 0.03910
H 4.12472 2.90504 -0.18311
H 2.23827 3.02818 1.50188
H 3.35823 -0.48529 0.89574
H -1.85741 0.96224 2.89619
H -5.75955 -2.76685 -0.24127
C -0.45347 2.47028 2.25736
H -0.20748 -2.04197 0.99069
H -1.13511 3.25395 2.61447
C 1.25817 -1.39460 -1.16048
```

As for the multiplicity: 1. The value obtained for the max |F| is 0.9 eV/Å. As for the total charge: 0. The value obtained for the HOMO energy is -7.7 eV. The energy above the lowest of the compared OMol25 structures with the same formula, charge and spin comes out at 0.276 eV. As for the SMILES: CC(C)NC(=O)C1CCN(C2CCN(Cc3cn[nH]c3-c3ccccc3)CC2)CC1. The energy comes out at -34954.9139 eV.



The following is a quantum chemistry calculation of a structure of composition C24H36AsClCrGeO2S4Sb, from the Open Molecules 2025 dataset.

```
71
C24H36AsClCrGeO2S4Sb, DFT ωB97M-V/def2-TZVPD
C -1.11020 0.17531 -3.70713
H 6.71381 2.02745 4.13469
C 1.17654 -5.23259 0.73095
C 0.60901 -3.20792 1.96900
H -2.60070 -1.20531 -2.92056
C -2.75775 1.77005 -0.69869
C 2.34831 0.70756 3.20655
H -4.65144 2.77096 -0.73561
S -1.06100 0.79237 2.15875
S -4.81925 -0.04129 2.75034
H 1.20714 -5.75874 1.67794
C 5.69420 2.33420 3.93769
Ge -1.96077 0.04720 -0.86508
H -0.68100 -0.45494 -4.49257
Cr -0.09859 -0.65430 0.70179
Sb -2.74721 -0.85308 2.78059
H 2.47568 1.80075 -0.66603
H -4.77542 1.11443 -2.57794
H 6.12423 4.43124 4.08962
H 3.68633 -0.87717 -0.17795
H -1.09874 1.32178 -6.24196
C 1.08887 -3.85500 -1.68321
H 1.05523 -3.31433 -2.62019
H -6.98039 0.05764 -1.98661
C 3.66626 -0.67410 0.89051
C 2.46923 2.01601 0.40147
H 1.51849 -5.74275 -2.57611
H -0.27722 0.77529 -3.32100
H -6.69666 0.43752 -0.28489
C 0.89006 -3.85368 0.71468
H -2.32875 2.55136 -5.95466
C 5.36352 3.68113 3.91579
C -4.28503 1.75246 -0.57020
S -2.08124 -2.36760 4.27470
C -6.48787 0.75590 -1.30828
C 1.40428 -5.89860 -0.43834
H -0.17995 0.47828 -0.52450
H 3.42570 2.43246 0.70944
H -4.58116 -0.20371 -1.42913
O 0.65063 -1.83699 -0.57942
C 3.39591 1.74471 3.47014
C -1.56433 1.94136 -5.47167
H 1.37810 0.97670 3.61668
H 4.97537 0.32130 3.74976
O 0.26288 -2.03504 2.07693
C 4.71410 1.37375 3.71889
H 3.77798 5.11085 3.67432
C 0.85522 -3.13415 -0.49610
H 4.54688 -0.10182 1.17761
H -0.79627 2.61517 -5.08379
As 2.08075 0.35071 1.30845
H 0.68940 -3.78885 2.89608
C 3.07269 3.10096 3.45948
H -0.96363 -1.53815 -2.36960
H 2.04508 3.40247 3.28704
H -2.60954 1.72886 -3.61083
C -4.98509 0.81100 -1.54565
H -2.95791 0.46051 -4.75651
S -2.30931 -1.75054 0.40602
H -2.26927 2.25373 0.14241
C 4.04686 4.06198 3.68025
H 2.62876 -0.25632 3.63150
C -2.15017 1.08270 -4.35844
H -4.55680 1.47522 0.44815
C -1.66300 -0.73688 -2.60605
C 1.35072 -5.20139 -1.65367
H -2.44622 2.28331 -1.61191
Cl 1.76050 -7.60074 -0.44612
H 3.64991 -1.61970 1.42948
H 1.67341 2.72940 0.60842
H -6.94016 1.73963 -1.45574
```

As for the multiplicity: 2. The value obtained for the max |F| is 1.1 eV/Å. As for the total charge: 0. The value obtained for the HOMO energy (alpha / beta) is -7.9 / -7.9 eV. The energy comes out at -237746.0669 eV. The expectation value of S² is 0.77.



Q: Look up the total charge of the third one.
A: 0



Please write out number 2 again, unchanged.
The following is a quantum chemistry calculation of a cluster of 3 separate species, C24H35N2O5 in total, from the Open Molecules 2025 dataset.

```
66
C24H35N2O5, DFT ωB97M-V/def2-TZVPD
N -3.61926 1.20201 3.99362
H 3.40429 -1.41155 -1.73110
C 3.09836 1.72620 -2.19416
H 2.72006 -3.44763 1.19842
H -3.84319 0.59192 -2.12241
H -4.59234 -4.22270 -0.22910
O 3.76951 2.82826 1.10576
O -4.77823 -3.29644 -0.05727
C 0.01958 -1.75855 -1.84597
H -2.06234 -0.13233 2.30553
H -0.25862 1.45266 1.02016
C -0.86041 0.51252 -0.91820
H 3.06263 -2.63089 -2.93280
H 2.71879 5.54874 -2.66312
C 2.64352 -2.13779 -2.04834
H 0.97451 1.42183 -0.24405
C -4.35048 -1.05314 -0.82142
H 0.17460 0.97109 6.58052
H 0.29189 -0.79957 2.67176
C -1.62893 1.10866 5.44152
H -2.49330 0.14157 0.45871
H -5.34038 -0.94338 -1.27531
N 3.66635 2.05968 0.16902
O -4.14387 0.86329 2.95477
H -2.87832 -2.59475 -0.57470
H -2.62990 1.62979 -0.47094
H 1.40560 -0.25718 4.81988
H 3.50203 -3.78013 -1.00774
H 0.63639 -0.75354 -0.05810
C 0.37392 0.02829 4.65807
C -2.32689 0.57772 -0.56024
H -4.45857 -0.78600 0.23508
C -0.30309 -0.87378 -0.62356
C -0.24564 -0.28476 3.45791
H 2.52443 1.57049 -4.24517
C -2.22426 0.77474 4.23654
C -3.31515 -0.14242 -1.50605
C 2.56560 -3.21274 -0.95801
H -0.35971 2.57252 -0.35088
H 1.77058 -3.92604 -1.20220
H -2.19073 1.65895 6.18123
H 1.46809 -0.30413 -2.30763
C 3.19297 3.97950 -1.29133
H 3.17909 0.66370 -2.02103
C 2.60419 3.61628 -3.59440
C -0.31539 0.72178 5.64815
H -0.00983 -2.83036 -1.59940
H -0.96965 -1.45540 0.06104
O 3.81217 0.85643 0.25799
O -4.15898 1.88085 4.85189
C -3.92419 -2.50411 -0.89319
H 1.28975 -1.47987 -3.57684
C 2.37383 -2.70782 0.47130
H 2.93697 -1.78341 0.63720
C 1.36138 -1.37993 -2.48839
H 1.32747 -2.48755 0.68868
H -0.76154 -1.58286 -2.58976
H 2.30516 4.01360 -4.55575
H 3.35754 4.61806 -0.43663
C 3.32460 2.61013 -1.15588
C 2.73149 2.24483 -3.42535
C 2.83479 4.48095 -2.53196
H -2.71799 -0.72996 -2.21184
C -1.56460 0.08477 3.23866
H -3.98902 -2.85751 -1.93167
C -0.10736 1.53644 -0.09152
```

As for the multiplicity: 1. The value obtained for the max |F| is 0.2 eV/Å. As for the total charge: -1. The value obtained for the HOMO energy is -1.5 eV. The energy comes out at -38666.4958 eV.